## 1
Entry from the OMol25 dataset: a 5-piece molecular cluster, H10O5 overall (wB97M-V/def2-TZVPD).

Summary:
LUMO, eV: 0.08
Net charge: 0
SMILES string: O.O.O.O.O

CARTESIAN COORDINATES (ANGSTROEM)
O 1.60 -2.86 1.18
H 2.42 -2.74 0.71
H 0.99 -2.24 0.79
O -0.57 -0.41 -0.72
H -0.65 0.12 -1.52
H -0.12 0.17 -0.09
O -0.41 2.12 0.89
H -1.38 2.13 0.86
H -0.18 2.85 1.48
O 1.79 2.76 -0.93
H 1.16 2.52 -0.24
H 2.66 2.58 -0.57
O -2.82 -2.26 -0.59
H -2.08 -1.65 -0.42
H -2.40 -3.09 -0.81

***

## 2
Entry from the OMol25 dataset: a 5-piece molecular cluster, H10O5 overall (wB97M-V/def2-TZVPD).

Summary:
LUMO, eV: 0.36
Net charge: 0
SMILES string: O.O.O.O.O

CARTESIAN COORDINATES (ANGSTROEM)
O 1.10 0.08 2.24
H 0.83 -0.72 1.71
H 0.48 0.18 2.94
O 0.26 -2.02 0.75
H 0.21 -1.61 -0.05
H -0.68 -2.19 0.95
O -1.45 -0.47 -0.90
H -2.42 -0.43 -1.00
H -1.13 0.22 -0.26
O -0.19 1.67 0.38
H 0.25 1.49 -0.48
H 0.42 1.21 1.05
O 0.54 0.78 -2.43
H 0.18 1.35 -3.07
H -0.21 0.22 -2.09

***

The structure with the greatest stability is 2.

***

## 1
Entry from the OMol25 dataset: one molecule with the formula C3H5I (wB97M-V/def2-TZVPD).

Summary:
LUMO (alpha / beta), eV: -0.28 / -0.04
Net charge: 0

CARTESIAN COORDINATES (ANGSTROEM)
C -0.30 -0.46 0.56
C -0.93 -0.09 -0.83
C 0.92 0.41 0.65
I 2.72 -0.46 -0.21
H -1.04 -0.02 1.26
H -0.15 -1.48 0.77
H -0.32 0.09 -1.81
H -1.73 0.54 -0.82
H 0.83 1.47 0.43

***

## 2
Entry from the OMol25 dataset: a 2-piece molecular cluster, C3H5I overall (wB97M-V/def2-TZVPD).

Summary:
LUMO, eV: -0.09
Net charge: 0

CARTESIAN COORDINATES (ANGSTROEM)
C 0.04 0.84 0.22
C -0.06 -0.62 0.50
C 0.97 -0.10 -0.45
I 3.09 -0.07 0.00
H -0.61 1.30 -0.48
H 0.58 1.55 1.01
H 0.24 -1.20 1.32
H -0.76 -1.24 -0.07
H 0.81 -0.70 -2.09

***

The structure with the greatest stability is 1.

***

## 1
Entry from the OMol25 dataset: a 4-piece molecular cluster, C2H12O3S2 overall (wB97M-V/def2-TZVPD).

Summary:
LUMO, eV: 0.58
Net charge: 0
SMILES string: CSSC.O.O.O

CARTESIAN COORDINATES (ANGSTROEM)
C 0.16 -1.55 -0.78
S 1.43 -0.40 -0.25
S 0.39 1.20 0.64
C 1.47 2.56 0.10
H -0.68 -1.25 -1.37
H 0.60 -2.33 -1.43
H -0.21 -2.13 0.06
H 1.58 2.67 -0.98
H 1.08 3.50 0.52
H 2.45 2.43 0.54
O -0.81 0.49 -2.96
H -0.21 0.29 -3.67
H -0.41 1.18 -2.44
O -2.32 -1.29 0.85
H -2.98 -1.98 0.83
H -1.77 -1.43 1.61
O -0.32 -0.78 2.98
H 0.39 -0.60 3.61
H 0.16 -0.58 2.16

***

## 2
Entry from the OMol25 dataset: a 4-piece molecular cluster, C2H12O3S2 overall (wB97M-V/def2-TZVPD).

Summary:
LUMO, eV: -0.59
Net charge: 0
SMILES string: CCSS.O.O.O

CARTESIAN COORDINATES (ANGSTROEM)
C -2.23 -0.79 0.45
C -1.54 0.53 0.61
S -0.75 0.92 -1.04
S -0.36 -0.46 -2.72
H -1.44 -1.58 0.44
H -2.85 -0.98 -0.35
H -2.94 -0.92 1.23
H -0.84 0.88 1.38
H -2.48 1.12 0.58
H 0.24 -1.26 -1.84
O 2.88 1.14 -1.82
H 3.32 0.99 -2.69
H 2.22 1.82 -2.09
O 0.18 -4.11 -0.38
H 0.53 -3.63 0.38
H -0.27 -3.40 -0.88
O 2.29 3.16 3.28
H 1.35 3.33 3.12
H 2.67 3.23 2.35

***

The structure with the greatest stability is 1.

***

## 1
Entry from the OMol25 dataset: a 2-piece molecular cluster, C3H7N3 overall (wB97M-V/def2-TZVPD).

Summary:
LUMO, eV: 0.95
Net charge: 0

CARTESIAN COORDINATES (ANGSTROEM)
C 1.69 2.54 -2.44
C 0.52 2.65 -2.14
C 0.86 -0.70 0.54
N -1.17 0.38 0.46
N -0.45 -0.59 0.70
N -1.16 -1.81 1.08
H 2.62 2.08 -2.54
H -0.49 2.79 -2.26
H 1.27 -1.70 0.79
H 1.32 0.24 0.66
H -2.12 0.41 0.69
H -2.11 -1.93 0.86
H -0.60 -2.66 0.96

***

## 2
Entry from the OMol25 dataset: a 2-piece molecular cluster, C3H7N3 overall (wB97M-V/def2-TZVPD).

Summary:
LUMO, eV: 0.72
Net charge: 0

CARTESIAN COORDINATES (ANGSTROEM)
C 1.33 -0.57 -0.08
C 1.21 0.74 -0.15
C 0.08 -1.18 0.49
N 0.10 1.18 0.54
N -0.81 0.00 0.68
N -1.88 0.07 -0.32
H 2.01 -1.27 -0.57
H 2.01 1.90 -0.72
H -0.40 -2.11 -0.05
H 0.19 -1.63 1.51
H -0.46 2.04 0.14
H -2.10 1.02 -0.35
H -1.27 -0.19 -1.12

***

The structure with the greatest stability is 2.

***

## 1
Entry from the OMol25 dataset: C5H10CaO3 as an isolated structure (wB97M-V/def2-TZVPD).

Summary:
LUMO, eV: -0.27
Net charge: 0

CARTESIAN COORDINATES (ANGSTROEM)
C 2.97 1.03 0.00
O 1.78 1.76 0.06
C 2.72 -0.43 -0.41
O 1.66 -0.99 0.32
C -1.57 -2.10 -0.06
C -2.28 -1.00 0.21
O -1.72 0.26 0.15
C -2.67 1.34 0.05
Ca 0.36 0.50 0.61
H 3.48 1.03 0.99
H 3.69 1.48 -0.72
H 3.66 -1.01 -0.26
H 2.50 -0.45 -1.50
H -0.55 -2.30 0.26
H -2.08 -2.94 -0.52
H -3.26 -1.01 0.70
H -2.10 2.27 -0.06
H -3.30 1.18 -0.83
H -3.28 1.38 0.96

***

## 2
Entry from the OMol25 dataset: C5H10CaO3 as an isolated structure (wB97M-V/def2-TZVPD).

Summary:
LUMO, eV: -0.40
Net charge: 0

CARTESIAN COORDINATES (ANGSTROEM)
O 2.49 1.46 0.20
C 2.76 0.20 -0.36
C 1.50 -0.64 -0.55
O 0.98 -0.90 0.80
C -0.38 -1.35 0.81
C -1.09 -0.41 -0.16
O -1.43 0.78 0.62
C -2.47 1.55 0.05
Ca 0.65 1.32 0.61
H 3.47 -0.35 0.29
H 3.23 0.30 -1.36
H 1.75 -1.61 -1.01
H -0.82 -1.60 1.78
H -0.37 -2.33 0.30
H -2.02 -0.85 -0.53
H -3.43 1.04 0.22
H -2.45 2.53 0.53
H -2.33 1.67 -1.04
H -0.02 -0.82 -1.19

***

The structure with the greatest stability is 1.

***

## 1
Entry from the OMol25 dataset: one molecule with the formula C4H5ClN2 (wB97M-V/def2-TZVPD).

Summary:
LUMO (alpha / beta), eV: -0.91 / -0.02
Net charge: 0

CARTESIAN COORDINATES (ANGSTROEM)
C 0.94 -0.13 0.34
C 2.07 -0.77 -0.12
C -0.52 -2.17 -0.47
C 0.54 1.22 0.68
N -0.06 -1.08 0.38
N 0.46 -2.36 0.59
Cl 3.59 -0.07 -0.15
H -1.53 -2.39 -0.29
H -0.32 -2.41 -1.47
H 1.40 1.78 0.82
H -0.08 1.71 0.06
H 0.03 1.13 1.59

***

## 2
Entry from the OMol25 dataset: one molecule with the formula C4H5ClN2 (wB97M-V/def2-TZVPD).

Summary:
LUMO, eV: 0.24
Net charge: 0
SMILES string: C=N/N=C\C(=C)Cl

CARTESIAN COORDINATES (ANGSTROEM)
C -2.40 -0.72 0.49
N -1.78 -0.52 -0.58
N -1.20 0.70 -0.81
C 0.07 0.90 -0.53
C 1.15 -0.07 -0.14
C 2.37 0.32 0.26
Cl 0.80 -1.73 -0.51
H -2.45 0.05 1.28
H -2.70 -1.78 0.60
H 0.47 1.86 -0.89
H 3.21 -0.33 0.44
H 2.46 1.34 0.41

***

The structure with the greatest stability is 2.

***

## 1
Entry from the OMol25 dataset: one molecule with the formula C2H5N3S2 (wB97M-V/def2-TZVPD).

Summary:
LUMO, eV: -0.18
Net charge: 0
SMILES string: [H]/N=C(/N)SNC=S

CARTESIAN COORDINATES (ANGSTROEM)
H 0.22 -1.73 1.27
N -0.62 -1.30 1.70
C -0.33 -0.11 1.63
N -0.78 0.88 2.51
S 0.97 0.84 0.49
N 0.95 -0.77 -0.41
C 0.37 -0.79 -1.71
S -0.77 0.19 -2.36
H -1.56 0.62 3.11
H -1.14 1.72 1.85
H 1.67 -1.55 -0.14
H 0.54 -1.73 -2.26

***

## 2
Entry from the OMol25 dataset: one molecule with the formula C2H5N3S2 (wB97M-V/def2-TZVPD).

Summary:
LUMO, eV: 0.55
Net charge: 0
SMILES string: NC(=S)N/C=N\S

CARTESIAN COORDINATES (ANGSTROEM)
N -0.10 1.04 1.10
C 0.86 0.84 0.18
S 2.05 1.95 -0.16
N 0.82 -0.38 -0.48
C -0.02 -1.48 -0.18
N -1.29 -1.54 -0.30
S -2.25 -0.31 -0.95
H -0.10 1.93 1.57
H -0.82 0.35 1.32
H 1.67 -0.59 -0.93
H 0.48 -2.37 0.18
H -1.31 0.58 -1.37

***

The structure with the greatest stability is 2.

***

## 1
Entry from the OMol25 dataset: C2H5N3S2 as an isolated structure (wB97M-V/def2-TZVPD).

Summary:
LUMO, eV: -0.19
Net charge: 0

CARTESIAN COORDINATES (ANGSTROEM)
C -0.10 -0.80 -0.32
C 0.89 0.33 1.77
H -2.04 -1.92 -2.14
H -0.04 0.77 -1.70
H -0.23 1.24 0.01
H 0.92 -0.52 2.33
H 0.87 2.35 1.56
N -0.46 -0.07 -1.47
N 0.61 0.25 0.29
N 1.14 1.59 2.26
S -1.24 -0.93 -2.90
S -0.32 -2.28 0.32

***

## 2
Entry from the OMol25 dataset: C2H5N3S2 as an isolated structure (wB97M-V/def2-TZVPD).

Summary:
LUMO, eV: 0.48
Net charge: 0

CARTESIAN COORDINATES (ANGSTROEM)
C 1.38 -0.43 0.05
C 2.48 -1.20 0.38
N 1.67 0.53 -0.81
N 3.57 -0.75 -0.28
N -3.45 0.53 0.72
S -2.66 0.19 -0.78
S 3.17 0.53 -1.16
H 0.42 -0.59 0.28
H 2.56 -2.10 1.01
H -2.15 1.33 -1.12
H -2.75 0.92 1.31
H -4.22 1.05 0.40

***

The structure with the greatest stability is 2.

***

## 1
Entry from the OMol25 dataset: a 2-piece molecular cluster, C5H15NO overall (wB97M-V/def2-TZVPD).

Summary:
LUMO, eV: 0.73
Net charge: 0
SMILES string: CC(C)N(C)C.O

CARTESIAN COORDINATES (ANGSTROEM)
C 0.33 -1.42 0.60
C 0.33 -0.17 -0.27
C 1.65 0.04 -1.07
N -0.07 1.07 0.48
C -1.17 0.88 1.39
C 1.03 1.65 1.21
H 0.82 -2.14 -0.08
H 0.91 -1.46 1.51
H -0.68 -1.78 0.72
H -0.52 -0.25 -0.95
H 1.45 -0.44 -2.02
H 2.46 -0.35 -0.45
H 1.82 1.09 -1.26
H -2.01 0.28 1.04
H -1.49 1.82 1.84
H -0.92 0.28 2.31
H 0.69 2.32 2.00
H 1.74 0.92 1.64
H 1.66 2.31 0.59
O -2.71 -1.29 -2.77
H -2.11 -2.03 -2.87
H -3.21 -1.35 -3.60

***

## 2
Entry from the OMol25 dataset: a 2-piece molecular cluster, C5H15NO overall (wB97M-V/def2-TZVPD).

Summary:
LUMO, eV: 0.97
Net charge: 0
SMILES string: CCCNCC.O

CARTESIAN COORDINATES (ANGSTROEM)
C -0.96 -0.61 -1.78
C 0.40 -1.19 -1.37
C 1.29 -0.24 -0.55
N 1.08 -0.36 0.89
C -0.14 0.06 1.52
C -1.25 -0.98 1.73
H -0.97 -0.45 -2.86
H -1.81 -1.27 -1.59
H -1.09 0.36 -1.31
H 0.96 -1.49 -2.26
H 0.35 -2.15 -0.86
H 2.34 -0.49 -0.66
H 1.21 0.82 -0.84
H 1.79 -0.75 1.47
H -0.54 0.90 0.97
H 0.06 0.40 2.55
H -2.18 -0.50 2.05
H -0.99 -1.73 2.48
H -1.50 -1.48 0.79
O -0.09 2.86 -0.41
H -0.66 2.09 -0.30
H 0.08 3.20 0.47

***

## 3
Entry from the OMol25 dataset: a 2-piece molecular cluster, C5H15NO overall (wB97M-V/def2-TZVPD).

Summary:
LUMO, eV: 0.94
Net charge: 0
SMILES string: CCCCCN.O

CARTESIAN COORDINATES (ANGSTROEM)
C 0.64 1.69 2.39
C 0.29 0.53 1.46
C -0.79 0.88 0.42
C -0.05 1.14 -0.91
C 0.66 -0.09 -1.56
N -0.26 -1.13 -2.06
H 1.36 2.40 1.96
H 1.04 1.32 3.32
H -0.21 2.35 2.56
H 1.18 0.10 0.98
H 0.04 -0.33 2.12
H -1.29 1.78 0.79
H -1.69 0.28 0.28
H 0.79 1.83 -0.72
H -0.61 1.51 -1.78
H 1.34 -0.60 -0.90
H 1.25 0.21 -2.44
H -0.75 -1.56 -1.29
H -0.84 -0.76 -2.80
O -0.90 -4.05 -0.41
H -0.10 -3.61 -0.11
H -1.10 -3.90 -1.33

***

## 4
Entry from the OMol25 dataset: a 2-piece molecular cluster, C5H15NO overall (wB97M-V/def2-TZVPD).

Summary:
LUMO, eV: 0.70
Net charge: 0
SMILES string: CC(C)[C@@H](C)N.O

CARTESIAN COORDINATES (ANGSTROEM)
C 1.61 0.35 0.82
C 0.40 0.95 0.07
C 0.67 0.69 -1.44
C -1.04 0.67 0.64
C -2.11 1.18 -0.31
N -1.17 -0.75 0.96
H 1.32 0.07 1.83
H 1.93 -0.62 0.35
H 2.53 0.97 0.86
H 0.59 2.04 0.14
H -0.21 0.98 -2.02
H 0.73 -0.39 -1.66
H 1.57 1.21 -1.75
H -0.98 1.30 1.54
H -1.76 1.58 -1.27
H -2.57 2.14 0.04
H -3.01 0.58 -0.39
H -0.42 -1.17 1.53
H -0.94 -1.27 0.10
O 0.98 -3.83 0.09
H 1.73 -3.24 0.02
H 0.14 -3.43 -0.15

***

The structure with the greatest stability is 3.

***

## 1
Entry from the OMol25 dataset: a 2-piece molecular cluster, C5H15NO overall (wB97M-V/def2-TZVPD).

Summary:
LUMO, eV: 0.99
Net charge: 0
SMILES string: CCCCCN.O

CARTESIAN COORDINATES (ANGSTROEM)
C 2.44 0.56 0.00
C 1.30 0.06 0.73
C 0.46 -1.10 0.06
C -0.24 -0.66 -1.32
C -1.09 0.67 -1.39
N -2.22 0.63 -0.42
H 3.32 0.80 0.54
H 3.05 -0.21 -0.73
H 2.13 1.43 -0.58
H 0.52 0.82 0.99
H 1.66 -0.27 1.76
H 0.94 -2.11 -0.14
H -0.43 -1.18 0.63
H 0.63 -0.38 -2.02
H -0.89 -1.50 -1.73
H -0.39 1.35 -0.88
H -1.37 0.94 -2.43
H -2.47 -0.37 -0.50
H -3.13 1.10 -0.84
O -1.58 -0.44 2.52
H -1.89 -0.09 3.36
H -0.73 -0.05 2.37

***

## 2
Entry from the OMol25 dataset: a 2-piece molecular cluster, C5H15NO overall (wB97M-V/def2-TZVPD).

Summary:
LUMO, eV: 1.02
Net charge: 0
SMILES string: CCCNCC.O

CARTESIAN COORDINATES (ANGSTROEM)
C 1.11 1.92 -0.79
C 1.72 0.60 -0.37
C 0.83 -0.57 -0.78
N -0.09 -1.14 0.27
C -1.17 -0.23 0.78
C -0.88 0.77 1.89
H 1.56 2.76 -0.24
H 0.09 2.03 -0.41
H 1.03 1.90 -1.87
H 2.73 0.51 -0.79
H 1.87 0.34 0.70
H 1.40 -1.44 -1.13
H 0.12 -0.34 -1.58
H 0.48 -1.20 1.11
H -1.45 0.42 -0.06
H -2.06 -0.85 0.95
H -0.51 0.17 2.74
H -0.01 1.35 1.63
H -1.85 1.19 2.15
O -1.99 -2.83 -1.44
H -1.66 -2.26 -0.73
H -1.28 -3.08 -2.03

***

## 3
Entry from the OMol25 dataset: a 2-piece molecular cluster, C5H15NO overall (wB97M-V/def2-TZVPD).

Summary:
LUMO, eV: 0.75
Net charge: 0
SMILES string: CCNC(C)C.O

CARTESIAN COORDINATES (ANGSTROEM)
C -2.01 -2.37 1.15
C -0.51 -2.15 1.16
N -0.12 -0.86 0.63
C 0.15 -0.77 -0.81
C 0.10 0.69 -1.22
C 1.54 -1.38 -1.17
H -2.43 -1.63 1.84
H -2.64 -2.19 0.28
H -2.18 -3.36 1.62
H 0.01 -2.84 0.50
H -0.19 -2.34 2.18
H -0.61 0.01 0.82
H -0.45 -1.45 -1.42
H 0.75 0.83 -2.09
H 0.68 1.27 -0.49
H -0.76 1.31 -1.48
H 2.13 -0.61 -1.69
H 1.72 -2.25 -1.80
H 2.17 -1.50 -0.27
O 0.99 7.44 0.99
H 1.10 7.54 0.05
H 0.56 6.61 1.21

***

## 4
Entry from the OMol25 dataset: a 2-piece molecular cluster, C5H15NO overall (wB97M-V/def2-TZVPD).

Summary:
LUMO, eV: 0.70
Net charge: 0
SMILES string: CC(C)N(C)C.O

CARTESIAN COORDINATES (ANGSTROEM)
C -0.96 -0.88 -0.97
C -1.20 0.06 0.20
C -2.39 -0.42 1.16
N -0.04 0.50 1.09
C 0.95 1.44 0.35
C 0.69 -0.37 2.07
H -1.73 -1.70 -0.87
H -0.07 -1.47 -0.97
H -0.98 -0.17 -1.87
H -1.59 0.95 -0.29
H -3.12 -0.71 0.46
H -2.10 -1.35 1.72
H -2.66 0.42 1.80
H 0.36 2.08 -0.25
H 1.59 2.06 1.14
H 1.65 0.94 -0.31
H 0.34 -0.06 3.07
H 1.71 -0.24 2.03
H 0.50 -1.46 1.94
O 2.98 0.55 -3.80
H 3.79 -0.07 -3.92
H 2.27 -0.10 -3.79

***

The structure with the greatest stability is 2.

***

## 1
Entry from the OMol25 dataset: a 2-piece molecular cluster, C5H15NO overall (wB97M-V/def2-TZVPD).

Summary:
LUMO, eV: 0.75
Net charge: 0
SMILES string: CCCN(C)C.O

CARTESIAN COORDINATES (ANGSTROEM)
C 0.68 -1.85 1.40
C -0.47 -1.70 0.48
C -1.01 -0.27 0.68
N 0.05 0.78 0.49
C 0.24 1.30 -0.87
C 0.08 1.91 1.32
H 1.37 -0.98 1.26
H 0.30 -1.85 2.45
H 1.15 -2.81 1.23
H -1.26 -2.49 0.61
H -0.26 -1.63 -0.62
H -1.36 -0.14 1.78
H -1.89 -0.12 0.08
H -0.54 2.05 -0.99
H -0.01 0.44 -1.60
H 1.19 1.88 -0.80
H 1.06 2.48 1.27
H -0.91 2.51 1.26
H 0.09 1.60 2.38
O 0.52 -0.09 -3.74
H -0.16 -0.73 -3.65
H 1.12 -0.29 -4.41

***

## 2
Entry from the OMol25 dataset: a 2-piece molecular cluster, C5H15NO overall (wB97M-V/def2-TZVPD).

Summary:
LUMO, eV: 0.97
Net charge: 0
SMILES string: CC[C@@H](C)NC.O

CARTESIAN COORDINATES (ANGSTROEM)
C 0.49 -1.89 -1.41
C 0.73 -0.85 -0.36
C 0.08 0.59 -0.62
C -1.27 0.48 -1.33
N -0.03 1.41 0.70
C 1.20 1.41 1.53
H -0.54 -2.29 -1.37
H 1.22 -2.73 -1.25
H 0.71 -1.50 -2.41
H 0.46 -1.28 0.60
H 1.91 -0.64 -0.32
H 0.89 1.01 -1.38
H -1.72 1.42 -1.75
H -1.16 -0.23 -2.13
H -2.12 0.03 -0.72
H -0.49 2.37 0.60
H 2.15 1.26 0.99
H 1.04 0.77 2.45
H 1.38 2.49 2.02
O -1.79 -0.92 2.23
H -1.98 -0.64 1.39
H -1.19 -0.27 2.52

***

The structure with the greatest stability is 2.

***

## 1
Entry from the OMol25 dataset: one molecule with the formula C2H3NS2 (wB97M-V/def2-TZVPD).

Summary:
LUMO (alpha / beta), eV: -0.90 / -2.17
Net charge: 0

CARTESIAN COORDINATES (ANGSTROEM)
C 0.96 -0.55 0.39
C 0.21 0.71 -0.10
N 2.18 -0.76 0.15
S 0.99 2.31 0.07
S 3.66 -0.31 -0.10
H 0.23 -1.50 0.62
H 0.14 0.70 -1.27
H -0.76 0.58 0.36

***

## 2
Entry from the OMol25 dataset: one molecule with the formula C2H3NS2 (wB97M-V/def2-TZVPD).

Summary:
LUMO, eV: -1.46
Net charge: 0
SMILES string: S=C/C=N\S

CARTESIAN COORDINATES (ANGSTROEM)
S 0.15 -0.03 2.55
C -0.15 0.33 1.00
C 0.03 -0.70 -0.04
N -0.13 -0.78 -1.28
S 0.02 0.52 -2.23
H -0.29 1.46 0.73
H 0.18 -1.75 0.40
H -1.00 0.17 -3.00

***

The structure with the greatest stability is 2.